(1)
The following is a DFT calculation (wB97M-V/def2-TZVPD) of a cluster of 2 separate species, C8H13NSi in total.

Its HOMO energy (alpha / beta) is -7.88 / -8.18 eV. As for the relative energy (zero: lowest compared OMol25 entry of this formula, charge and spin): 5.045 eV. Its spin multiplicity is 1. For the gap between HOMO and LUMO (alpha / beta), the calculation gives 6.769 / 8.094 eV. The calculation puts the lowest unoccupied orbital energy (alpha / beta) at -1.108 / -0.083 eV.

Cartesian coordinates (Å):
C  -1.287  -2.666  -0.894
C  -1.309  -2.539  0.474
C  -0.559  -1.760  -1.677
C  -0.430  -1.571  1.053
C  0.332  -0.819  -1.070
C  0.280  -0.676  0.295
C  -1.138  2.062  -0.302
C  -0.143  2.386  0.720
N  1.025  0.183  1.026
Si  2.418  1.055  0.677
H  -1.996  -3.432  -1.353
H  -1.828  -3.247  1.071
H  -0.795  -1.806  -2.767
H  -0.290  -1.335  2.140
H  0.945  -0.173  -1.779
H  -1.331  2.707  -1.117
H  -0.806  1.156  -0.897
H  -1.946  1.619  0.291
H  0.658  3.102  0.491
H  -0.170  1.934  1.789
H  2.370  1.622  -0.758
H  2.287  1.928  1.808
H  3.713  0.270  0.779

***

(2)
The following is a DFT calculation (wB97M-V/def2-TZVPD) of a structure of composition C50H50Br15N9.

Its HOMO energy is -9.35 eV. Its spin multiplicity is 1. For the gap between HOMO and LUMO, the calculation gives 9.126 eV. The calculation puts the lowest unoccupied orbital energy at -0.224 eV.

Cartesian coordinates (Å):
N  -8.204  -23.628  5.672
C  -7.532  -23.076  4.695
C  -6.785  -21.943  4.904
C  -6.761  -21.413  6.141
C  -7.376  -22.070  7.200
C  -8.117  -23.195  6.960
H  -7.641  -23.438  3.667
H  -6.291  -21.436  4.123
H  -6.225  -20.543  6.410
H  -7.430  -21.653  8.211
H  -8.735  -23.769  7.621
N  -9.450  -30.058  -2.295
C  -9.558  -29.176  -1.313
C  -10.373  -28.087  -1.459
C  -11.138  -27.869  -2.593
C  -11.006  -28.797  -3.613
C  -10.128  -29.899  -3.414
H  -8.907  -29.422  -0.471
H  -10.468  -27.362  -0.703
H  -11.726  -27.003  -2.698
H  -11.493  -28.559  -4.561
H  -10.055  -30.684  -4.156
N  -13.262  -22.063  -3.303
C  -14.334  -21.304  -3.487
C  -15.163  -20.870  -2.466
C  -14.819  -21.119  -1.169
C  -13.728  -21.972  -0.970
C  -12.959  -22.329  -2.038
H  -14.568  -21.035  -4.537
H  -15.984  -20.205  -2.625
H  -15.289  -20.575  -0.351
H  -13.431  -22.205  0.030
H  -12.105  -22.967  -1.849
N  -11.435  -16.939  -0.068
C  -11.843  -16.492  -1.235
C  -12.086  -17.345  -2.302
C  -11.895  -18.707  -2.137
C  -11.568  -19.204  -0.902
C  -11.274  -18.266  0.105
H  -11.939  -15.424  -1.269
H  -12.503  -17.007  -3.245
H  -12.051  -19.422  -2.948
H  -11.463  -20.287  -0.763
H  -10.907  -18.460  1.103
N  -10.268  -26.568  2.851
C  -9.649  -27.555  2.252
C  -8.557  -28.199  2.885
C  -8.200  -27.788  4.151
C  -8.890  -26.738  4.701
C  -9.955  -26.146  4.041
H  -10.140  -27.850  1.334
H  -8.083  -28.983  2.343
H  -7.489  -28.352  4.701
H  -8.612  -26.438  5.678
H  -10.574  -25.321  4.456
N  -14.451  -20.629  4.838
C  -13.542  -19.798  4.361
C  -13.380  -19.512  3.006
C  -14.337  -20.063  2.137
C  -15.386  -20.798  2.681
C  -15.400  -21.056  4.032
H  -12.879  -19.359  5.085
H  -12.692  -18.814  2.632
H  -14.347  -19.775  1.087
H  -16.154  -21.279  2.073
H  -16.213  -21.608  4.466
N  -11.267  -20.723  8.956
C  -11.256  -21.950  9.493
C  -11.458  -23.087  8.730
C  -11.768  -22.953  7.391
C  -11.769  -21.678  6.807
C  -11.518  -20.592  7.677
H  -11.091  -22.002  10.545
H  -11.652  -24.077  9.157
H  -11.982  -23.828  6.774
H  -12.082  -21.557  5.803
H  -11.346  -19.561  7.295
N  -6.514  -23.380  0.985
C  -7.333  -23.602  -0.049
C  -7.755  -24.922  -0.367
C  -7.381  -25.975  0.446
C  -6.492  -25.734  1.471
C  -6.105  -24.400  1.728
H  -7.656  -22.772  -0.635
H  -8.302  -25.135  -1.272
H  -7.746  -26.978  0.244
H  -6.140  -26.541  2.066
H  -5.449  -24.101  2.528
N  -14.055  -26.595  -2.301
C  -14.772  -25.669  -1.621
C  -15.992  -26.067  -1.060
C  -16.477  -27.368  -1.079
C  -15.796  -28.244  -1.902
C  -14.573  -27.810  -2.441
H  -14.381  -24.686  -1.491
H  -16.491  -25.299  -0.475
H  -17.418  -27.552  -0.609
H  -16.171  -29.233  -2.108
H  -14.038  -28.452  -3.109
C  -10.186  -23.196  -4.106
Br  -9.549  -21.896  -2.849
Br  -10.783  -24.893  -3.384
Br  -8.928  -23.459  -5.616
H  -11.072  -22.784  -4.581
C  -15.431  -24.556  7.796
Br  -15.339  -24.304  5.828
Br  -15.357  -23.014  8.822
Br  -14.439  -26.081  8.345
H  -16.452  -24.942  7.893
C  -8.664  -18.720  3.169
Br  -9.746  -20.000  3.985
Br  -9.435  -16.946  3.141
Br  -7.735  -19.257  1.599
H  -7.853  -18.620  3.897
C  -13.754  -26.961  2.573
Br  -13.567  -27.861  4.295
Br  -15.417  -25.907  2.391
Br  -13.460  -28.144  1.059
H  -13.009  -26.211  2.542
C  -11.196  -23.834  1.637
Br  -11.919  -24.949  0.290
Br  -12.324  -23.512  3.033
Br  -10.344  -22.242  0.894
H  -10.389  -24.465  2.054

***

(3)
The following is a DFT calculation (wB97M-V/def2-TZVPD) of a cluster of 5 separate species, C33H61F9O21S6 in total.

Its HOMO energy is -8.07 eV. As for the relative energy (zero: lowest compared OMol25 entry of this formula, charge and spin): 0.000 eV. Its spin multiplicity is 1. For the gap between HOMO and LUMO, the calculation gives 8.187 eV. Its SMILES is CCOC(=O)CCC[C@@H](CCC(F)(F)C(F)(F)S(F)(F)(F)(F)F)O[C@@H](C)[C@H](C)O[C@@H](CCCCCOC)CSCC.O=S1(=O)OCCO1.O=S1(=O)OCCO1.O=S1(=O)OCCO1.O=S1(=O)OCCO1. The calculation puts the lowest unoccupied orbital energy at 0.114 eV.

Cartesian coordinates (Å):
C  3.994  -7.236  0.784
C  3.225  -6.927  2.063
O  3.700  -5.759  2.752
C  3.571  -4.607  2.036
O  4.434  -4.233  1.283
C  2.319  -3.804  2.256
C  2.674  -2.396  2.733
C  1.463  -1.545  3.143
C  0.255  -1.669  2.187
C  -0.688  -0.472  2.322
C  -1.458  -0.480  3.649
C  -1.912  0.884  4.122
F  -2.628  1.482  3.142
F  -2.773  0.699  5.163
C  -0.749  1.799  4.701
F  -1.000  2.065  5.977
F  0.390  1.098  4.675
S  -0.434  3.467  3.819
F  1.134  3.240  3.790
F  -0.262  4.230  5.200
F  -1.993  3.748  3.869
F  -0.560  2.752  2.412
F  -0.240  4.839  3.065
O  0.619  -1.898  0.843
C  1.277  -0.875  0.105
C  2.494  -1.522  -0.574
C  0.368  -0.321  -1.020
C  -0.433  0.944  -0.708
O  -0.456  -1.369  -1.481
C  -0.229  -1.823  -2.799
C  -0.971  -3.134  -2.968
C  -0.626  -4.133  -1.855
C  -1.674  -4.183  -0.729
C  -3.108  -4.499  -1.194
C  -4.119  -3.547  -0.577
O  -4.340  -3.916  0.781
C  -4.195  -2.849  1.692
C  -0.635  -0.796  -3.887
S  0.543  -0.584  -5.239
C  2.122  -0.290  -4.425
C  2.438  1.186  -4.146
H  4.042  -8.305  0.600
H  5.006  -6.849  0.907
H  3.565  -6.704  -0.064
H  2.151  -6.844  1.879
H  3.363  -7.743  2.769
H  1.627  -4.309  2.929
H  1.849  -3.764  1.272
H  3.313  -2.499  3.614
H  3.265  -1.854  2.002
H  1.782  -0.501  3.142
H  1.147  -1.823  4.147
H  -0.314  -2.553  2.493
H  -1.417  -0.516  1.515
H  -0.095  0.432  2.198
H  -0.956  -1.017  4.450
H  -2.401  -1.003  3.480
H  1.631  -0.043  0.723
H  2.136  -2.073  -1.444
H  2.977  -2.259  0.059
H  3.196  -0.761  -0.912
H  1.072  -0.055  -1.816
H  -0.452  1.608  -1.572
H  -1.472  0.680  -0.506
H  -0.030  1.503  0.134
H  0.818  -2.066  -2.977
H  -2.045  -2.985  -3.082
H  -0.616  -3.528  -3.925
H  -0.465  -5.150  -2.213
H  0.309  -3.826  -1.378
H  -1.370  -4.980  -0.050
H  -1.631  -3.222  -0.215
H  -3.367  -5.503  -0.854
H  -3.209  -4.489  -2.279
H  -5.065  -3.547  -1.126
H  -3.702  -2.535  -0.605
H  -4.545  -3.196  2.663
H  -4.787  -1.986  1.375
H  -3.143  -2.559  1.799
H  -0.882  0.149  -3.403
H  -1.539  -1.154  -4.378
H  2.865  -0.692  -5.114
H  2.233  -0.870  -3.512
H  2.942  1.653  -4.988
H  3.143  1.236  -3.310
H  1.543  1.738  -3.862
O  -7.262  2.430  0.983
S  -6.870  3.783  0.824
O  -7.808  4.780  0.453
O  -5.613  3.830  -0.160
C  -4.500  4.477  0.484
C  -4.693  4.186  1.952
O  -6.115  4.281  2.144
H  -4.553  5.544  0.278
H  -3.565  4.078  0.098
H  -4.178  4.899  2.588
H  -4.377  3.172  2.205
O  2.226  -5.973  -2.523
S  3.004  -4.877  -2.976
O  2.417  -3.783  -3.661
O  4.233  -5.444  -3.824
C  5.477  -4.997  -3.259
C  5.182  -4.838  -1.780
O  3.854  -4.298  -1.754
H  5.745  -4.046  -3.721
H  6.252  -5.732  -3.458
H  5.862  -4.156  -1.278
H  5.179  -5.799  -1.263
O  -3.332  7.048  1.684
S  -3.134  8.232  2.445
O  -2.127  9.163  2.100
O  -2.985  7.802  3.976
C  -3.973  8.466  4.782
C  -5.141  8.671  3.839
O  -4.519  9.005  2.587
H  -3.559  9.415  5.125
H  -4.224  7.845  5.636
H  -5.800  9.477  4.146
H  -5.720  7.755  3.706
O  4.336  3.281  -5.334
S  3.757  4.334  -6.090
O  3.252  4.107  -7.393
O  4.783  5.561  -6.110
C  4.162  6.744  -5.586
C  3.146  6.220  -4.592
O  2.619  5.046  -5.224
H  3.683  7.279  -6.407
H  4.915  7.377  -5.125
H  2.342  6.922  -4.396
H  3.616  5.928  -3.650

***

(4)
The following is a DFT calculation (wB97M-V/def2-TZVPD) of an isolated molecule of C3H7NO2.

Its HOMO energy is -9.76 eV. As for the relative energy (zero: lowest compared OMol25 entry of this formula, charge and spin): 3.574 eV. Its spin multiplicity is 1. For the gap between HOMO and LUMO, the calculation gives 10.595 eV. Its SMILES is [H]/N=C\OCCO. The calculation puts the lowest unoccupied orbital energy at 0.836 eV.

Cartesian coordinates (Å):
H  -0.136  1.092  1.350
N  0.411  1.695  0.728
C  1.376  0.947  0.325
O  1.372  -0.326  -0.041
C  0.145  -1.084  -0.251
C  -1.048  -0.585  0.568
O  -1.658  0.457  -0.120
H  2.396  1.322  0.374
H  0.434  -2.108  -0.015
H  -0.091  -1.003  -1.321
H  -0.654  -0.226  1.552
H  -1.689  -1.414  0.896
H  -0.858  1.208  -0.060

***

(5)
The following is a DFT calculation (wB97M-V/def2-TZVPD) of an isolated molecule of C4H8N4O3S.

Its HOMO energy is -9.24 eV. As for the relative energy (zero: lowest compared OMol25 entry of this formula, charge and spin): 1.932 eV. Its spin multiplicity is 1. For the gap between HOMO and LUMO, the calculation gives 9.458 eV. Its SMILES is C[C@H]1N=N[C@@]2(N)N[C@@H]1S(=O)(=O)O2. The calculation puts the lowest unoccupied orbital energy at 0.215 eV.

Cartesian coordinates (Å):
C  -2.324  -1.567  -0.334
C  -0.897  -0.876  -0.657
N  -1.142  0.413  -1.210
N  -0.548  1.411  -0.974
C  0.495  1.426  0.057
N  1.010  2.803  0.271
N  -0.058  0.786  1.182
C  0.095  -0.726  0.577
S  1.799  -0.718  -0.006
O  2.612  -0.619  1.136
O  2.130  -1.697  -0.983
O  1.698  0.712  -0.615
H  -2.553  -2.454  -1.006
H  -3.102  -0.929  -0.703
H  -2.378  -1.845  0.661
H  -0.350  -1.584  -1.365
H  1.397  3.317  -0.503
H  1.711  2.693  0.956
H  0.419  0.832  2.061
H  -0.014  -1.379  1.456

***

Number 1: largest force on an atom 0.08002 Eh/bohr. Number 2: largest force on an atom 0.05948 Eh/bohr. Number 3: largest force on an atom 0.01725 Eh/bohr. Number 4: largest force on an atom 0.06235 Eh/bohr. Number 5: largest force on an atom 0.07883 Eh/bohr.